(1)
The following is a DFT calculation (ωB97M-V/def2-TZVPD) of the molecule C19H24O5.

Summary:
- DFT total energy: -1114.6166 Ha
- Energy relative to the best compared isomer or geometry (same formula, charge and spin): 19.28 kcal/mol
- Net charge: 0
- HOMO level: -9.3 eV
- SMILES: CCOC(=O)C(C(=O)OCC)[C@H](CC(=O)C1CC1)c1ccccc1

Each line ends with the natural charge from an NBO analysis.
Geometry (Å):
C -1.72085 -3.12857 1.97462  -0.6350
C -1.21765 -3.48051 0.58234  -0.0759
O -0.38002 -2.44721 0.05867  -0.5034
C -0.98366 -1.40664 -0.50475  0.8361
O -2.17348 -1.29207 -0.63331  -0.6077
C 0.03050 -0.36924 -0.96709  -0.4430
C -0.11225 -0.21532 -2.47483  0.8356
O -0.32438 0.81752 -3.05085  -0.6039
O 0.03790 -1.39756 -3.06623  -0.5037
C -0.10932 -1.44081 -4.48849  -0.0742
C -1.57529 -1.52698 -4.88635  -0.6343
C -0.24528 0.95428 -0.23559  -0.2065
C 0.88372 1.98558 -0.45625  -0.5120
C 2.21433 1.52890 0.09721  0.6145
O 2.79417 0.56600 -0.36198  -0.5736
C 2.81599 2.28677 1.21847  -0.3443
C 1.98669 2.96893 2.28060  -0.3984
C 2.73853 3.79441 1.30140  -0.3979
C -0.49010 0.71575 1.23499  -0.0490
C 0.38824 -0.03785 2.00605  -0.2270
C 0.14817 -0.23391 3.35426  -0.1989
C -0.97301 0.31561 3.95247  -0.2202
C -1.85394 1.06528 3.19302  -0.2240
C -1.61173 1.26361 1.84481  -0.1528
H -0.88318 -2.94054 2.64137  0.2121
H -2.31393 -3.94974 2.36666  0.2153
H -2.33799 -2.23436 1.93160  0.2261
H -2.06103 -3.63093 -0.09926  0.1980
H -0.58885 -4.37263 0.60201  0.1902
H 1.03759 -0.74064 -0.76091  0.2868
H 0.35131 -0.54575 -4.91894  0.1983
H 0.44027 -2.33063 -4.80160  0.1909
H -2.04178 -2.38911 -4.41600  0.2132
H -2.09928 -0.62912 -4.56844  0.2249
H -1.65639 -1.62089 -5.96547  0.2154
H -1.15399 1.38000 -0.67529  0.2420
H 0.57098 2.93062 -0.01667  0.2144
H 0.99525 2.11916 -1.53433  0.2650
H 3.74746 1.83727 1.54444  0.2363
H 2.35062 2.90556 3.29451  0.2267
H 0.91212 2.91075 2.20717  0.2267
H 2.19472 4.32020 0.53203  0.2171
H 3.62804 4.31036 1.62898  0.2247
H 1.26446 -0.47820 1.55704  0.2266
H 0.84033 -0.82097 3.94029  0.2132
H -1.16045 0.15795 5.00427  0.2141
H -2.73354 1.49492 3.64943  0.2143
H -2.30648 1.84442 1.25519  0.2074

---

(2)
The following is a DFT calculation (ωB97M-V/def2-TZVPD) of a structure of composition C19H25AuGeN5O4S3 in a non-equilibrium geometry.

Summary:
- DFT total energy: -4720.7769 Ha
- Spin multiplicity: 3
- <S²>: 2.01
- Energy relative to the best compared isomer or geometry (same formula, charge and spin): 64.64 kcal/mol
- Net charge: -1
- HOMO level (alpha / beta): -3.7 / -3.7 eV

Each line ends with the natural charge from an NBO analysis.
Geometry (Å):
Au 9.61260 11.62892 10.92839  1.0361
C 9.90006 4.90627 6.03193  -0.6257
C 10.18463 6.07252 6.91992  0.0325
C 10.17977 5.95571 8.28822  -0.4207
C 10.16479 7.17953 9.13257  0.0508
C 10.91921 8.29487 8.45252  -0.4238
C 10.94192 8.33994 7.07187  -0.1547
C 10.55218 7.25733 6.30207  -0.4046
S 11.76371 9.63968 9.31026  2.3135
O 13.02803 9.75214 8.56939  -0.9588
O 11.86962 9.25361 10.70300  -1.0198
N 10.77367 10.93265 9.26610  -1.0568
C 10.89383 11.88283 8.20186  -0.3430
C 10.23152 13.31304 8.58675  0.7884
O 10.46624 14.20276 7.76924  -0.6720
O 9.45980 13.44488 9.64885  -0.7954
H 10.38339 3.98811 6.37208  0.2051
H 10.30119 5.22449 5.09268  0.2099
H 8.80590 4.83895 5.87730  0.2109
H 10.01070 4.96482 8.65400  0.1950
H 10.19236 6.66929 11.29327  0.4060
H 11.43743 9.21952 6.60891  0.2307
H 10.62191 7.27278 5.21969  0.1923
H 10.25537 11.58438 7.33211  0.1910
H 11.93680 12.10513 7.84992  0.2208
N 6.62779 13.57026 9.58385  -0.8171
C 6.12408 12.32943 9.66631  0.2873
N 6.96097 11.31550 9.54839  -0.5293
C 6.26254 10.13573 9.60826  0.1938
C 4.95195 10.34806 9.94735  -0.5258
S 4.38038 11.92322 9.81517  0.3225
C 6.97670 8.89701 9.51693  0.0734
C 6.33906 7.65030 9.48738  -0.4585
S 7.46337 6.40224 9.67918  0.4113
C 8.74575 7.58138 9.51158  0.0218
N 8.38640 8.86438 9.59533  -0.3907
N 10.86885 6.82161 10.53598  -0.7493
H 7.67620 13.63875 9.50200  0.4699
H 5.98858 14.29583 9.47779  0.3812
H 4.27087 9.56432 10.27402  0.2200
H 5.27643 7.55646 9.51484  0.2355
H 11.58889 6.11657 10.54382  0.4133
H 11.38240 7.71157 10.76725  0.4693
C 9.11854 13.86941 15.33481  -1.0434
Ge 9.19977 12.12008 14.27865  1.5297
C 7.99422 10.89833 15.25024  -1.0963
C 11.04604 11.56242 14.30201  -1.1077
C 8.46289 12.31159 12.48106  -0.9043
H 9.80030 13.73438 16.21374  0.2074
H 8.15359 14.05179 15.69488  0.2115
H 9.46664 14.70370 14.75405  0.2233
H 8.57957 9.94655 15.24605  0.2196
H 6.99669 10.75400 14.79306  0.2337
H 7.80016 11.28304 16.27363  0.2190
H 11.27416 10.71568 13.63940  0.2484
H 11.41996 11.35651 15.32544  0.2238
H 11.62574 12.45416 14.01494  0.2393
H 7.47115 12.48872 12.19033  0.1598

---

(3)
The following is a DFT calculation (ωB97M-V/def2-TZVPD) of a structure of composition C19H25BI2N3O5 in a non-equilibrium geometry.

Summary:
- DFT total energy: -1899.5592 Ha
- Net charge: -1
- HOMO level: -4.3 eV

Each line ends with the natural charge from an NBO analysis.
Geometry (Å):
C 1.80602 -3.28133 3.74689  -0.6052
C 0.50881 -2.59641 3.38528  -0.4179
C 0.01320 -2.82714 1.97373  -0.0462
O -0.04432 -4.15924 1.55996  -0.5683
C 1.10959 -4.62424 0.80800  -0.2813
B 0.81991 -4.80809 -0.78942  0.1566
N 1.96544 -5.53670 -1.55292  -1.0606
C 0.44964 -3.39335 -1.54730  -0.2256
I -1.45504 -3.36204 -2.54705  0.0536
C 1.20639 -2.33317 -1.58361  -0.2030
C 2.53066 -2.28160 -0.90331  -0.6636
I 0.73965 -0.49841 -2.58185  -0.0040
H 2.57258 -3.07172 3.01838  0.1981
H 1.67096 -4.35112 3.73038  0.2111
H 2.18029 -2.96347 4.70742  0.1967
H -0.25224 -2.82430 4.11317  0.1902
H 0.67398 -1.52667 3.47944  0.1895
H 0.55159 -2.22280 1.25030  0.1554
H -1.01208 -2.46332 1.95418  0.1634
H 1.35659 -5.60569 1.20288  0.1681
H 1.96466 -3.99827 1.04543  0.1404
H -0.16685 -5.52767 -0.87388  -0.0662
H 2.71821 -4.92076 -1.83041  0.3303
H 2.32997 -6.31101 -1.01432  0.3469
H 2.41943 -1.80328 0.06081  0.2120
H 2.99057 -3.24961 -0.83439  0.2342
H 3.19355 -1.64902 -1.47582  0.2092
C -1.95370 2.89059 1.36642  -0.1782
C -1.89646 1.53682 1.66672  -0.2015
C -1.32759 1.11438 2.85661  -0.2074
C -0.82360 2.06066 3.72989  0.0813
C -0.86566 3.41218 3.44498  -0.2182
C -1.43663 3.82614 2.25319  -0.2146
N -0.22340 1.60757 4.99643  0.5192
O -0.19323 0.40837 5.18951  -0.3657
O 0.21403 2.45484 5.75739  -0.3897
H -2.40071 3.21769 0.43686  0.2198
H -2.29273 0.80813 0.97330  0.2347
H -1.27519 0.06115 3.09180  0.2567
H -0.46048 4.13496 4.13705  0.2433
H -1.47777 4.88011 2.01488  0.2175
C -0.93098 2.42321 -3.95991  -0.1689
C 0.02229 3.34028 -3.53927  -0.2092
C -0.14861 4.68964 -3.80044  -0.2141
C -1.28048 5.10136 -4.48019  0.0740
C -2.23808 4.20169 -4.91112  -0.2151
C -2.05743 2.85411 -4.64759  -0.2098
N -1.47595 6.53544 -4.74343  0.5193
O -0.60716 7.30441 -4.37073  -0.3835
O -2.49606 6.87297 -5.31882  -0.3849
H -0.79373 1.36878 -3.74693  0.2366
H 0.89855 3.00041 -3.00384  0.2320
H 0.59076 5.40596 -3.47540  0.2445
H -3.11380 4.54106 -5.44347  0.2436
H -2.79738 2.13748 -4.97588  0.2245

---

(4)
The following is a DFT calculation (ωB97M-V/def2-TZVPD) of a structure of composition C19H25BiClIN3O4S in a non-equilibrium geometry.

Summary:
- DFT total energy: -2574.7653 Ha
- Net charge: +1
- HOMO level: -10.4 eV

Each line ends with the natural charge from an NBO analysis.
Geometry (Å):
Bi -0.10052 0.03167 -0.06796  2.0311
C 2.02498 2.61750 -1.12285  -0.2371
C 2.85648 1.70391 -0.22262  -0.2390
N 2.51311 0.29947 -0.38923  -0.6730
C 3.00417 -0.41052 -1.56344  -0.2415
C 2.36948 -0.02096 -2.89725  -0.5216
S 0.52587 -0.00472 -2.96476  0.2261
C 0.15222 1.72896 -3.41366  -0.5359
C -0.13276 2.68066 -2.24305  -0.2472
N 0.59365 2.32461 -1.03017  -0.6807
H 2.22848 3.65581 -0.84040  0.2200
H 2.33684 2.50523 -2.15759  0.1985
H 3.92073 1.89408 -0.42165  0.2069
H 2.64099 1.96796 0.81527  0.2213
H 2.78762 -0.22024 0.43687  0.4021
H 4.08944 -0.26673 -1.68327  0.2075
H 2.82048 -1.47413 -1.39010  0.2207
H 2.71729 0.94620 -3.24489  0.2210
H 2.67384 -0.75954 -3.63874  0.2544
H 0.96947 2.07636 -4.04104  0.2334
H -0.73738 1.65793 -4.03889  0.2585
H 0.11732 3.70012 -2.56907  0.2112
H -1.20043 2.66058 -2.02549  0.2231
H 0.21590 2.80094 -0.21649  0.4058
C 0.20367 -1.35111 4.33263  -0.6334
C 0.72126 -0.55494 3.14205  0.1419
C 2.18931 -0.16865 3.35231  -0.6156
O 0.64736 -1.35068 1.94494  -0.7561
C -0.05469 0.78517 2.99132  0.7588
O -0.41550 1.38360 3.96819  -0.5817
O -0.20816 1.24569 1.77803  -0.9040
H 0.81208 -2.24250 4.47208  0.2200
H -0.83473 -1.63963 4.18215  0.2193
H 0.25763 -0.74792 5.23399  0.2581
H 2.80870 -1.06218 3.35186  0.2259
H 2.29722 0.33458 4.30868  0.2492
H 2.52629 0.50637 2.56882  0.1892
H -0.08265 -1.98224 2.03116  0.5138
Cl -6.88090 0.19121 -2.17902  0.0353
C -5.35046 -0.33026 -1.57795  -0.0805
C -5.04453 -1.67196 -1.54875  -0.2101
C -3.81453 -2.10765 -1.06382  -0.1949
I -3.34855 -4.15044 -0.96501  0.1971
C -2.82717 -1.22550 -0.63245  0.2838
O -1.67713 -1.63823 -0.18506  -0.8396
C -3.14202 0.15946 -0.67871  0.0842
N -2.19931 1.02998 -0.24885  -0.5664
C -2.48913 2.30219 -0.08442  0.0743
C -3.72182 2.83540 -0.46569  -0.2740
C -4.67259 2.00362 -1.00938  -0.0903
C -4.42186 0.62272 -1.10434  -0.0278
H -5.76300 -2.39462 -1.90375  0.2522
H -1.73909 2.91651 0.39218  0.2134
H -3.90540 3.89040 -0.33246  0.2441
H -5.62930 2.38825 -1.33088  0.2482